No. 1
Below is a cluster of 2 separate species, C35H51F8N2O4 in total at a distorted geometry, with properties calculated with wB97M-V/def2-TZVPD.

Geometry (Å):
1 C 1.93 6.93 2.83
2 C 2.10 5.47 3.28
3 C 1.00 4.55 2.77
4 C 1.07 4.17 1.27
5 C 2.48 4.24 0.65
6 C 0.34 2.85 1.08
7 C -0.99 2.82 0.58
8 C -1.78 4.04 0.17
9 C -2.32 3.96 -1.27
10 C -1.39 4.62 -2.30
11 C -0.58 3.58 -3.09
12 C 0.66 3.06 -2.35
13 O 1.89 3.24 -3.06
14 C 2.70 4.25 -2.68
15 C 2.07 5.58 -2.35
16 O 3.87 4.09 -2.67
17 C -1.65 1.59 0.45
18 C -1.04 0.41 0.81
19 C -1.67 -0.92 0.71
20 C -2.92 -1.13 1.31
21 C -3.49 -2.39 1.20
22 C -2.78 -3.38 0.51
23 N -1.58 -3.20 -0.05
24 C -1.05 -1.98 0.06
25 N 0.22 0.48 1.29
26 C 0.92 1.63 1.44
27 C 2.30 1.42 1.98
28 C 3.21 0.91 0.84
29 C 4.69 0.91 1.17
30 C 5.52 0.72 -0.11
31 C 5.61 -0.75 -0.55
32 C 4.69 -1.13 -1.73
33 C 3.60 -2.16 -1.42
34 O 4.06 -3.20 -0.57
35 C 3.44 -3.22 0.69
36 H 1.45 7.50 3.62
37 H 1.33 7.03 1.93
38 H 2.89 7.40 2.66
39 H 3.10 5.13 3.03
40 H 2.06 5.45 4.37
41 H 0.06 5.08 2.92
42 H 0.95 3.67 3.41
43 H 0.50 4.92 0.75
44 H 2.54 3.69 -0.28
45 H 3.27 3.91 1.30
46 H 2.70 5.28 0.43
47 H -1.21 4.96 0.26
48 H -2.62 4.12 0.86
49 H -2.53 2.94 -1.58
50 H -3.28 4.47 -1.30
51 H -0.72 5.32 -1.81
52 H -1.96 5.20 -3.02
53 H -1.22 2.74 -3.32
54 H -0.25 3.98 -4.05
55 H 0.58 1.98 -2.25
56 H 0.73 3.46 -1.34
57 H 2.84 6.33 -2.29
58 H 1.33 5.82 -3.11
59 H 1.56 5.50 -1.39
60 H -2.65 1.55 0.06
61 H -3.39 -0.33 1.84
62 H -4.44 -2.58 1.65
63 H -3.22 -4.36 0.42
64 H -0.09 -1.82 -0.41
65 H 0.66 -0.39 1.57
66 H 2.22 0.65 2.75
67 H 2.69 2.32 2.44
68 H 3.05 1.57 -0.02
69 H 2.87 -0.07 0.53
70 H 4.97 1.83 1.69
71 H 4.89 0.04 1.79
72 H 5.04 1.27 -0.91
73 H 6.51 1.15 0.01
74 H 6.63 -0.93 -0.88
75 H 5.45 -1.41 0.30
76 H 5.29 -1.55 -2.52
77 H 4.19 -0.25 -2.15
78 H 3.29 -2.62 -2.35
79 H 2.70 -1.70 -0.99
80 H 3.95 -3.93 1.33
81 H 2.38 -3.48 0.61
82 H 3.50 -2.24 1.18
83 C -5.22 -9.65 -0.61
84 C -6.68 -9.68 -1.11
85 C -7.04 -8.76 -2.27
86 F -6.87 -7.46 -1.93
87 F -8.34 -8.94 -2.58
88 F -7.52 -9.48 -0.08
89 F -6.88 -10.94 -1.58
90 O -4.95 -8.87 0.54
91 C -4.64 -7.54 0.46
92 C -5.68 -6.68 1.18
93 F -6.90 -6.85 0.66
94 F -5.33 -5.37 1.03
95 F -4.46 -7.13 -0.81
96 F -3.47 -7.35 1.12
97 H -5.02 -10.67 -0.28
98 H -4.52 -9.44 -1.41
99 H -6.43 -8.98 -3.15
100 H -5.71 -6.92 2.25

Properties
HOMO-LUMO gap: 8.15 eV
DFT total energy: -70026.463 eV
Multiplicity: 1
Total charge: +1

Here are the Mulliken charges for atoms 1 to 6, given in e: C -1.3232; C -0.6309; C -1.0765; C 1.0690; C -1.9257; C -0.0772



No. 2
Below is a structure of composition C35H51FI2N4S, with properties calculated with wB97M-V/def2-TZVPD.

Geometry (Å):
1 C 5.08 2.96 -0.79
2 C 4.11 3.87 -1.53
3 C 3.86 5.22 -0.82
4 C 2.41 5.39 -0.36
5 C 2.03 4.47 0.82
6 C 1.10 5.13 1.84
7 C 0.18 4.14 2.57
8 C -1.33 4.43 2.48
9 C -2.13 3.14 2.27
10 C -2.07 2.67 0.82
11 C -2.33 1.18 0.65
12 C -2.42 0.73 -0.82
13 C -1.36 -0.30 -1.22
14 N -1.87 -1.67 -1.48
15 C -1.96 -2.00 -2.86
16 C -3.05 -1.53 -3.58
17 C -3.19 -1.77 -4.94
18 C -4.38 -1.23 -5.70
19 C -5.21 -2.33 -6.37
20 C -2.21 -2.53 -5.58
21 C -1.13 -3.03 -4.88
22 C -1.00 -2.76 -3.52
23 S 0.44 -3.38 -2.69
24 C -0.20 -3.44 -1.05
25 C -1.25 -2.63 -0.63
26 C -1.67 -2.71 0.69
27 C -1.06 -3.54 1.62
28 C -1.50 -3.45 3.05
29 C -1.09 -2.11 3.66
30 C 0.42 -1.83 3.60
31 C 0.77 -0.66 2.67
32 N 1.53 -1.06 1.46
33 C 2.61 -0.20 1.14
34 N 2.56 0.87 0.47
35 N 3.82 -0.64 1.71
36 C -0.02 -4.37 1.20
37 C 0.64 -5.35 2.08
38 I -0.60 -6.99 2.56
39 C 1.92 -5.28 2.45
40 C 2.84 -4.14 2.11
41 I 2.88 -6.73 3.61
42 C 0.37 -4.30 -0.13
43 F 1.38 -5.08 -0.56
44 H 5.43 2.15 -1.44
45 H 4.61 2.50 0.07
46 H 5.95 3.52 -0.44
47 H 3.15 3.36 -1.65
48 H 4.48 4.06 -2.54
49 H 4.12 6.04 -1.48
50 H 4.49 5.27 0.07
51 H 2.24 6.43 -0.07
52 H 1.75 5.17 -1.20
53 H 2.94 4.14 1.32
54 H 1.54 3.58 0.43
55 H 0.48 5.86 1.31
56 H 1.70 5.69 2.57
57 H 0.45 4.07 3.63
58 H 0.34 3.15 2.15
59 H -1.53 5.11 1.64
60 H -1.68 4.91 3.39
61 H -3.17 3.27 2.56
62 H -1.70 2.36 2.90
63 H -1.07 2.87 0.40
64 H -2.78 3.23 0.20
65 H -3.26 0.93 1.17
66 H -1.52 0.64 1.15
67 H -3.40 0.27 -0.98
68 H -2.37 1.59 -1.48
69 H -0.86 0.04 -2.13
70 H -0.61 -0.38 -0.42
71 H -3.80 -0.95 -3.06
72 H -4.04 -0.50 -6.44
73 H -5.03 -0.72 -4.98
74 H -4.61 -2.94 -7.04
75 H -5.63 -2.98 -5.61
76 H -6.04 -1.90 -6.92
77 H -2.30 -2.74 -6.64
78 H -0.37 -3.62 -5.37
79 H -2.48 -2.06 1.00
80 H -1.10 -4.28 3.64
81 H -2.59 -3.52 3.11
82 H -1.62 -1.32 3.13
83 H -1.45 -2.10 4.70
84 H 0.79 -1.60 4.60
85 H 0.97 -2.71 3.26
86 H -0.15 -0.16 2.35
87 H 1.38 0.07 3.21
88 H 0.93 -1.14 0.65
89 H 1.60 1.10 0.24
90 H 4.21 -1.44 1.24
91 H 4.49 0.12 1.69
92 H 2.44 -3.54 1.30
93 H 3.80 -4.54 1.80
94 H 2.99 -3.51 2.99

Properties
HOMO-LUMO gap: 7.91 eV
DFT total energy: -72837.031 eV
Multiplicity: 1

Here are the Mulliken charges for atoms 1 to 6, given in e: C -1.1830; C -0.3031; C -0.8537; C -1.2609; C 0.8758; C -1.3979



No. 3
Below is a structure of composition C35H52AsO2P3Rh at a distorted geometry, with properties calculated with wB97M-V/def2-TZVPD.

Geometry (Å):
1 Rh 0.75 0.61 -2.03
2 P 1.92 0.88 -0.08
3 P -0.99 1.98 -1.57
4 P 2.35 -0.20 -3.39
5 H -1.84 -2.11 0.33
6 C -1.60 -3.18 0.24
7 C -0.35 -3.62 0.40
8 H 0.44 -2.91 0.70
9 C 0.89 0.60 1.39
10 C 2.69 2.53 0.04
11 C 3.30 -0.29 0.12
12 C -2.58 1.14 -1.26
13 C -0.95 3.17 -0.13
14 C -1.22 3.15 -2.99
15 C 2.53 -1.93 -2.91
16 C 3.95 0.63 -3.34
17 C 1.80 -0.13 -5.12
18 H -2.41 -3.85 -0.09
19 H -0.09 -4.64 0.24
20 H 0.12 -0.16 1.18
21 H 0.38 1.51 1.71
22 H 1.53 0.24 2.21
23 H 1.97 3.34 -0.10
24 H 3.46 2.62 -0.74
25 H 3.17 2.64 1.02
26 H 2.98 -1.32 -0.08
27 H 3.66 -0.21 1.15
28 H 4.13 -0.04 -0.55
29 H -3.38 1.84 -1.55
30 H -2.64 0.83 -0.19
31 H -2.62 0.24 -1.89
32 H -1.51 4.07 -0.40
33 H 0.07 3.49 0.16
34 H -1.43 2.71 0.75
35 H -2.26 3.24 -3.31
36 H -0.63 2.74 -3.80
37 H -0.84 4.14 -2.70
38 H 2.70 -2.53 -3.80
39 H 1.61 -2.27 -2.41
40 H 3.38 -2.04 -2.22
41 H 4.53 0.38 -4.23
42 H 4.51 0.35 -2.46
43 H 3.77 1.72 -3.33
44 H 2.64 -0.41 -5.76
45 H 1.51 0.91 -5.32
46 H 0.95 -0.79 -5.29
47 C -1.18 -1.54 -3.71
48 C -1.97 -0.67 -4.51
49 C -2.54 -1.08 -5.71
50 C -2.33 -2.39 -6.15
51 C -1.65 -3.30 -5.33
52 C -1.11 -2.92 -4.12
53 O -0.51 -1.11 -2.67
54 H -0.83 0.66 -2.60
55 H -2.10 0.34 -4.13
56 H -3.11 -0.41 -6.36
57 H -2.75 -2.72 -7.09
58 H -1.52 -4.34 -5.66
59 H -0.61 -3.56 -3.39
60 O -2.15 0.37 1.67
61 As -2.64 -0.01 3.23
62 C -4.52 0.15 3.35
63 C -5.21 -0.42 4.44
64 C -6.61 -0.27 4.53
65 C -7.29 0.47 3.55
66 C -6.60 1.04 2.47
67 C -5.21 0.89 2.38
68 C -2.01 -1.78 3.65
69 C -2.90 -2.85 3.55
70 C -2.46 -4.14 3.83
71 C -1.12 -4.37 4.14
72 C -0.20 -3.31 4.16
73 C -0.65 -2.01 3.88
74 C -1.73 1.15 4.55
75 C -1.41 2.46 4.20
76 C -0.79 3.26 5.17
77 C -0.55 2.77 6.44
78 C -0.89 1.47 6.79
79 C -1.50 0.64 5.83
80 H -4.65 -0.96 5.20
81 H -7.15 -0.71 5.38
82 H -8.38 0.60 3.64
83 H -7.16 1.62 1.73
84 H -4.63 1.33 1.57
85 H -3.92 -2.64 3.24
86 H -3.18 -4.96 3.87
87 H -0.77 -5.37 4.41
88 H 0.85 -3.47 4.42
89 H 0.05 -1.17 3.85
90 H -1.67 2.79 3.19
91 H -0.54 4.29 4.94
92 H -0.10 3.42 7.18
93 H -0.74 1.08 7.79
94 H -1.80 -0.39 6.08

Properties
HOMO-LUMO gap (spin up / spin down): 8.07 / 4.55 eV
Energy relative to the best compared isomer or geometry (same formula, charge and spin): 69.3 kcal per mole
DFT total energy: -132916.935 eV
Multiplicity: 5
Total charge: +3

Here are the Mulliken charges for atoms 1 to 6, given in e: Rh -0.8246; P 1.1562; P 1.5174; P 1.0188; H -0.0099; C -0.2042